No. 1
C18H19N5O3S3 | the ωB97M-V functional and the def2-TZVPD basis

Each line ends with the Löwdin charge.
Cartesian coordinates (Å):
O: -2.9203 -2.2038 1.7766  0.055
C: -2.0104 -2.5882 1.0652  -0.532
N: -0.7384 -2.1644 1.2369  -0.051
C: 0.3782 -2.3627 0.3427  -0.133
H: 0.1555 -3.1171 -0.4077  0.087
C: 0.7199 -1.0383 -0.3513  -0.179
N: 1.0042 -0.0423 0.6634  -0.222
S: 1.6682 1.3695 0.0355  0.680
O: 1.7201 2.3217 1.1058  -0.280
O: 1.0165 1.7674 -1.1831  -0.290
C: 3.3201 0.7976 -0.3391  -0.284
C: 4.1435 0.4505 0.7142  -0.055
C: 5.4215 -0.0106 0.4464  -0.066
C: 5.8556 -0.1180 -0.8667  -0.074
C: 5.0202 0.2353 -1.9146  -0.067
C: 3.7403 0.6971 -1.6505  -0.059
H: 3.0618 0.9868 -2.4375  0.114
H: 5.3644 0.1526 -2.9342  0.107
H: 6.8530 -0.4764 -1.0737  0.105
H: 6.0795 -0.2836 1.2574  0.107
H: 3.7726 0.5573 1.7207  0.117
C: -0.1371 0.1741 1.5330  -0.163
C: -0.4716 -1.1419 2.2306  -0.100
H: -1.3614 -1.0319 2.8517  0.126
H: 0.3756 -1.4649 2.8430  0.133
H: 0.1403 0.9472 2.2492  0.122
H: -1.0074 0.5111 0.9542  0.112
H: 1.6114 -1.1542 -0.9696  0.123
H: -0.1215 -0.7207 -0.9816  0.090
H: 1.2383 -2.6865 0.9404  0.133
C: -2.2808 -3.6142 -0.0209  -0.343
H: -3.3047 -3.9684 0.0987  0.086
H: -1.5860 -4.4516 0.0065  0.081
S: -2.1384 -2.8643 -1.6893  0.957
C: -2.9910 -1.3850 -1.3047  -0.711
N: -4.2858 -1.3352 -1.0861  0.084
N: -4.4942 -0.0580 -0.7589  0.072
C: -3.3228 0.6244 -0.7961  -0.341
N: -2.3563 -0.2091 -1.1452  0.143
C: -3.1584 2.0097 -0.4971  -0.459
C: -2.0119 2.7531 -0.6014  -0.099
C: -2.2014 4.0906 -0.2064  -0.163
C: -3.4756 4.3528 0.1880  -0.406
S: -4.4868 2.9701 0.0896  1.037
H: -3.8928 5.2777 0.5342  0.062
H: -1.4159 4.8237 -0.2137  0.109
H: -1.0765 2.3543 -0.9526  0.085
H: -5.4134 0.2664 -0.5017  0.150

For the orbital gap, the calculation gives 0.3270 Ha. The total energy comes out at -65073.12220 eV. As for the lowest unoccupied orbital energy: 0.4 eV. Its strongest force on any atom is 0.02210 Eh/bohr. As for the SMILES: O=C(CSc1n[nH]c(-c2cccs2)n1)N1CCN(S(=O)(=O)c2ccccc2)CC1. The HOMO energy is -8.52 eV.



No. 2
C15H31F5OP2TeW | the ωB97M-V functional and the def2-TZVPD basis

Each line ends with the Löwdin charge.
Cartesian coordinates (Å):
P: 0.9423 1.3923 -2.1061  0.703
P: 0.0769 -1.5890 -1.4068  0.748
C: 1.1805 0.1270 -3.4184  -0.357
C: 0.4151 -1.1852 -3.1961  -0.328
H: 2.2635 -0.0492 -3.5302  0.101
H: 0.8475 0.5941 -4.3482  0.060
H: -0.5826 -1.1774 -3.6791  0.109
H: 0.9573 -2.0457 -3.6190  0.065
C: 1.5300 -2.5853 -0.9058  -0.224
H: 1.3154 -3.1329 0.0342  0.081
H: 2.4677 -1.9789 -0.8539  0.061
H: 1.5888 -3.3073 -1.7437  0.087
C: -1.3862 -2.5982 -1.2240  -0.169
H: -1.2348 -3.5486 -1.7635  0.096
H: -2.2586 -2.0470 -1.6332  0.089
H: -1.5319 -2.8010 -0.1461  0.037
C: 2.2340 2.6350 -2.1190  -0.207
H: 1.9653 3.4185 -1.3936  0.076
H: 2.2789 3.0622 -3.1348  0.083
H: 3.2033 2.1997 -1.8336  0.066
C: -0.6423 2.1716 -2.5108  -0.187
H: -1.4478 1.4216 -2.5985  0.078
H: -0.5123 2.6980 -3.4652  0.079
H: -0.9211 2.8906 -1.7270  0.060
W: 1.0900 0.0174 -0.1943  1.270
C: 1.0348 -2.3117 -6.4409  -0.116
C: 2.2181 -2.5853 -5.8788  -0.128
C: 3.5465 -2.1648 -6.4514  -0.174
C: 3.5997 -0.7669 -7.1155  -0.182
C: 2.8494 0.3202 -6.4071  -0.118
C: 1.5725 0.6607 -6.6245  -0.142
C: 0.6492 -0.0309 -7.5885  -0.172
C: 0.8200 -1.5640 -7.7243  -0.181
C: -0.2257 1.4788 0.6703  -0.218
H: 0.1136 -2.6887 -5.9836  0.104
H: 2.2730 -3.2077 -4.9740  0.095
H: 3.9058 -2.9010 -7.1911  0.131
H: 4.2784 -2.1991 -5.6351  0.106
H: 4.6578 -0.4617 -7.1212  0.121
H: 3.2820 -0.8560 -8.1595  0.109
H: 3.4507 0.8899 -5.6897  0.104
H: 1.1429 1.5402 -6.1159  0.096
H: 0.7377 0.4140 -8.5939  0.131
H: -0.3787 0.1844 -7.2710  0.107
H: -0.1212 -1.9452 -8.1534  0.121
H: 1.6121 -1.7710 -8.4538  0.110
H: -1.1918 1.0122 0.8500  0.009
H: -0.3096 2.4593 0.1902  0.013
H: 0.3189 1.5605 1.6429  0.045
F: -0.1099 -0.0309 3.7524  -0.331
Te: -0.7341 -1.5368 2.7693  1.940
F: -1.4586 -3.0318 1.8215  -0.360
F: -2.1186 -1.8621 4.0509  -0.309
F: 0.4149 -2.7959 3.5966  -0.320
F: -2.0229 -0.4906 1.8238  -0.365
O: 0.5776 -1.2123 1.4581  -0.703

For the orbital gap (alpha / beta), the calculation gives 0.1594 / 0.1796 Ha. Its expectation value of S² is 2.0165. The total energy comes out at -59368.91881 eV. As for the lowest unoccupied orbital energy (alpha / beta): -9.8 / -9.3 eV. Its strongest force on any atom is 0.11332 Eh/bohr. The HOMO energy (alpha / beta) is -14.15 / -14.15 eV. The net charge is +2. The spin multiplicity is 3.



No. 3
C4H6O2 | the ωB97M-V functional and the def2-TZVPD basis

Each line ends with the Löwdin charge.
Cartesian coordinates (Å):
C: 1.7669 0.0546 -0.0366  -0.540
C: 0.4579 -0.7504 0.3155  -0.098
C: -0.7969 -0.3403 -0.4552  -0.223
C: -1.7991 0.4213 0.0013  -0.031
H: 0.5562 1.6582 0.0209  0.086
H: 0.5332 -1.7371 -0.1068  0.098
H: 0.4520 -0.7014 1.4753  0.159
H: -0.9498 -0.9185 -1.4393  0.129
H: -1.6664 0.7638 1.0644  0.073
H: -2.8766 0.4753 -0.5022  0.104
O: 1.4588 1.3684 -0.1269  0.089
O: 2.8637 -0.2938 -0.2103  0.153

For the orbital gap, the calculation gives 0.3995 Ha. The total energy comes out at -8338.93481 eV. As for the lowest unoccupied orbital energy: 0.8 eV. Its strongest force on any atom is 0.08605 Eh/bohr. As for the SMILES: C=CCC(=O)O. The HOMO energy is -10.08 eV.



No. 4
C6H11NO | the ωB97M-V functional and the def2-TZVPD basis

Each line ends with the Löwdin charge.
Cartesian coordinates (Å):
C: 1.7691 -0.5670 -0.7867  -0.003
C: -0.2213 1.1763 1.9513  -0.049
C: 0.4763 -0.4530 0.0043  -0.437
C: 0.1119 0.9639 0.4909  -0.259
O: 0.3750 -1.5381 0.9472  0.004
H: -0.5605 -1.5273 1.2158  0.102
H: 0.7523 1.7631 0.0974  0.141
H: 2.6105 -0.7908 -0.1226  0.088
H: 2.0006 0.3602 -1.3214  0.087
H: 1.7087 -1.3723 -1.5257  0.086
H: -0.4952 2.2187 2.1414  0.078
H: -1.0583 0.5416 2.2683  0.082
H: 0.6395 0.9304 2.5812  0.084
C: -1.4196 -1.1048 -1.6841  0.054
N: -1.1418 0.8979 -0.3567  0.089
C: -0.8095 -0.2653 -0.8481  -0.397
H: -1.4091 1.6626 -0.9717  0.147
H: -0.9594 -2.0529 -1.9431  0.055
H: -2.3689 -0.8431 -2.1379  0.049

For the orbital gap, the calculation gives 0.3279 Ha. The total energy comes out at -9936.43769 eV. As for the lowest unoccupied orbital energy: 0.9 eV. Its strongest force on any atom is 0.10473 Eh/bohr. The HOMO energy is -8.04 eV.



No. 5
C5H11O3Sn | the ωB97M-V functional and the def2-TZVPD basis

Each line ends with the Löwdin charge.
Cartesian coordinates (Å):
O: -1.1870 0.5648 -0.1979  -0.196
H: -2.0881 0.0548 -0.5480  0.228
C: 1.8089 -1.0473 2.1079  -0.045
O: 0.8312 -0.4741 1.2459  -0.515
C: 0.3048 0.7945 1.6414  -0.160
C: -1.1419 0.8463 1.2006  -0.181
H: 2.2985 -1.8494 1.5459  0.089
H: 2.5246 -0.2689 2.4023  0.119
H: 1.3168 -1.4578 2.9983  0.117
H: 0.9083 1.5764 1.1597  0.153
H: 0.3618 0.9189 2.7305  0.157
H: -1.5399 1.8528 1.3757  0.150
H: -1.7452 0.1092 1.7475  0.147
C: 0.0912 0.2666 -3.3999  -0.005
C: -1.0204 -0.3295 -2.8508  -0.332
O: -0.8936 -1.2713 -1.8895  -0.450
Sn: 0.2748 -1.0184 -0.5270  1.469
H: 0.9587 -0.3450 -3.6673  0.067
H: -0.0316 1.2680 -3.8163  0.061
H: -2.0320 -0.1908 -3.2593  0.126

For the orbital gap, the calculation gives 0.2793 Ha. The total energy comes out at -17325.78018 eV. As for the lowest unoccupied orbital energy: -4.2 eV. Its strongest force on any atom is 0.15094 Eh/bohr. The HOMO energy is -11.82 eV. The net charge is +1.



No. 6
C3H9N2S | the ωB97M-V functional and the def2-TZVPD basis

Each line ends with the Löwdin charge.
Cartesian coordinates (Å):
C: -0.1527 -0.0383 -0.0082  -0.032
C: 0.1799 1.3870 -0.2200  -0.221
C: 1.4024 -2.1030 0.1564  -0.331
N: -1.3264 -0.5071 0.3372  0.163
N: -0.9746 2.2242 0.1652  0.039
S: 0.5286 -3.5102 0.4786  0.845
H: 0.7649 1.5853 -1.0673  0.105
H: 0.9949 1.5316 0.5255  0.142
H: 1.9854 -1.8333 1.0095  0.036
H: 1.4103 -1.6156 -0.7418  -0.019
H: -1.4155 -1.3833 0.8251  0.091
H: -0.7530 2.8360 0.8819  0.054
H: -2.0490 0.1038 0.4183  0.070
H: -1.2612 2.8220 -0.5706  0.073
H: -0.1647 -3.9747 -0.6963  -0.015

For the orbital gap (alpha / beta), the calculation gives 0.2863 / 0.2864 Ha. The total energy comes out at -17061.85854 eV. As for the lowest unoccupied orbital energy (alpha / beta): -5.1 / -5.1 eV. Its strongest force on any atom is 0.07887 Eh/bohr. The HOMO energy (alpha / beta) is -12.90 / -12.90 eV. The net charge is +1.